Entry from OMol25: a 15-piece molecular cluster, C74H193N15O22 overall at a distorted geometry (the ωB97M-V functional and the def2-TZVPD basis).

The maximum force is 0.0497 Eh/bohr. For the gap between HOMO and LUMO, the calculation gives 8.92 eV. As for the relative energy (zero: lowest compared OMol25 entry of this formula, charge and spin): 189.69 kJ/mol. Its highest occupied orbital energy is -8.3700 eV.

Positions of all 304 atoms, in Å:
C (3.9575, -5.4920, 1.5004)
C (3.8163, -4.3326, 0.4619)
C (2.7067, -3.4333, 0.7962)
O (1.4492, -4.0976, 0.7473)
C (0.4403, -3.1839, 1.0342)
N (4.9693, -3.4839, 0.2750)
H (4.8255, -6.1643, 1.3258)
H (3.0745, -6.1075, 1.6194)
H (4.0948, -5.1189, 2.5471)
H (3.5821, -4.7947, -0.4889)
H (2.7012, -2.6756, 0.0464)
H (2.8731, -2.9722, 1.7600)
H (0.3494, -2.8022, 2.0924)
H (-0.5117, -3.6989, 0.7653)
H (0.5198, -2.3389, 0.3450)
H (5.6086, -4.0388, -0.2616)
H (5.4173, -3.2650, 1.1672)
C (-6.9986, -2.9438, 0.8159)
C (-6.0506, -4.1112, 0.5730)
C (-4.6512, -3.5483, 0.5478)
O (-4.4263, -2.7108, -0.5594)
C (-3.0831, -2.3218, -0.6692)
N (-6.0665, -5.0605, 1.7057)
H (-6.9236, -2.6096, 1.8467)
H (-8.0634, -3.2352, 0.6947)
H (-6.8110, -2.1620, 0.0834)
H (-6.2733, -4.5582, -0.3963)
H (-3.9801, -4.3802, 0.5427)
H (-4.4110, -2.9630, 1.4555)
H (-3.0447, -1.6577, -1.5437)
H (-2.4063, -3.1688, -0.8386)
H (-2.7149, -1.8975, 0.2728)
H (-7.0076, -5.4049, 1.9071)
H (-5.5036, -5.8761, 1.4930)
C (3.6296, 5.5592, -2.3201)
C (2.4094, 4.7891, -1.6981)
C (1.1890, 5.6605, -1.7870)
O (1.3542, 6.7936, -1.0039)
C (0.2288, 7.6023, -1.1564)
N (2.0863, 3.5646, -2.3778)
H (3.5364, 6.6099, -1.9650)
H (3.5746, 5.5418, -3.4217)
H (4.6230, 5.1836, -1.9949)
H (2.5754, 4.6763, -0.6222)
H (0.2575, 5.1031, -1.5682)
H (1.1291, 5.9266, -2.9159)
H (0.2103, 8.0469, -2.1753)
H (0.3261, 8.5003, -0.5454)
H (-0.6470, 6.9979, -0.8930)
H (2.8278, 2.9257, -2.4933)
H (1.3366, 3.0303, -1.8848)
C (-3.9613, 1.1029, -3.7556)
C (-4.1233, -0.2455, -4.3743)
C (-4.3832, -0.3131, -5.8886)
O (-5.5634, 0.3890, -6.2346)
C (-5.8451, 0.1001, -7.5767)
N (-2.8360, -0.9308, -3.9988)
H (-4.8951, 1.6662, -3.8627)
H (-3.2018, 1.6710, -4.2799)
H (-3.6866, 0.9363, -2.7137)
H (-4.9228, -0.7637, -3.8562)
H (-4.4458, -1.3488, -6.1794)
H (-3.6065, 0.1857, -6.5018)
H (-6.1632, -0.9484, -7.7016)
H (-4.8928, 0.1789, -8.1751)
H (-6.6092, 0.7355, -7.9796)
H (-2.7361, -1.7324, -4.5816)
H (-2.1126, -0.3630, -4.3724)
C (0.0185, 3.5252, 9.5899)
C (0.9026, 3.0034, 8.4693)
C (0.1157, 2.3568, 7.3792)
O (-0.8645, 3.2697, 6.9427)
C (-1.6429, 2.7780, 5.9299)
N (1.8310, 4.0434, 7.9167)
H (-0.7447, 4.1626, 9.1606)
H (0.6352, 4.1215, 10.2447)
H (-0.4685, 2.7456, 10.1870)
H (1.5452, 2.1738, 8.7964)
H (-0.3709, 1.4788, 7.8101)
H (0.7915, 2.0831, 6.5864)
H (-1.1145, 2.5543, 4.9627)
H (-2.4984, 3.4053, 5.6788)
H (-1.9422, 1.7808, 6.2454)
H (2.2835, 3.7266, 7.0278)
H (1.3472, 4.8832, 7.6185)
C (6.0107, 3.3053, -3.9546)
C (5.3913, 2.0989, -4.6570)
C (5.2009, 2.3605, -6.1110)
O (4.5874, 1.2195, -6.5902)
C (4.5928, 1.1641, -8.0292)
N (6.1937, 0.9049, -4.5160)
H (7.0532, 3.4464, -4.3123)
H (6.0641, 3.1679, -2.8832)
H (5.3936, 4.1551, -4.1982)
H (4.3722, 1.9179, -4.2469)
H (6.1967, 2.4936, -6.5772)
H (4.6336, 3.2593, -6.3620)
H (4.2155, 0.1689, -8.2731)
H (5.6512, 1.1407, -8.3944)
H (4.0582, 2.0029, -8.4159)
H (6.2269, 0.5327, -3.5944)
H (5.9389, 0.1517, -5.1642)
C (3.2365, 0.4980, -0.0300)
C (4.6067, 0.5478, -0.6217)
C (5.6594, 0.8430, 0.4729)
O (5.3215, 1.8814, 1.3092)
C (5.3447, 3.1591, 0.6954)
N (5.0611, -0.6267, -1.3886)
H (2.9557, 1.4256, 0.4525)
H (3.0839, -0.3144, 0.6803)
H (2.5166, 0.2663, -0.8408)
H (4.7092, 1.4388, -1.2994)
H (6.6184, 1.0418, -0.0380)
H (5.9623, -0.0762, 1.0416)
H (4.9840, 3.9239, 1.3560)
H (4.6586, 3.1620, -0.1673)
H (6.3894, 3.4010, 0.3052)
H (4.6337, -0.8333, -2.2778)
H (4.9244, -1.4659, -0.8332)
C (1.6106, 3.1152, -6.0285)
C (0.2761, 3.0702, -5.2363)
C (-0.3835, 4.3941, -5.5200)
O (-1.7689, 4.4454, -5.0137)
C (-1.8437, 4.4965, -3.6168)
N (-0.5001, 1.9082, -5.7242)
H (2.3166, 2.2845, -5.9299)
H (2.0903, 4.0447, -5.8164)
H (1.3326, 3.2587, -7.0877)
H (0.4778, 2.9491, -4.1934)
H (-0.5453, 4.5382, -6.6102)
H (0.1794, 5.1909, -5.0347)
H (-2.8675, 4.6945, -3.2758)
H (-1.1991, 5.3140, -3.2617)
H (-1.5512, 3.5629, -3.0933)
H (-1.3309, 1.8998, -5.1710)
H (-0.8612, 2.1498, -6.6314)
C (0.9519, -2.3319, -2.3892)
O (0.1092, -1.3862, -1.8454)
C (0.1494, -0.2056, -2.5979)
C (-0.6560, 0.8940, -1.9376)
N (-0.0055, 1.5351, -0.8299)
C (-0.7459, 2.2448, 0.1443)
C (-1.1450, 1.3646, 1.2623)
O (0.0144, 0.8768, 1.8574)
C (-0.4007, -0.0024, 2.9023)
H (1.8884, -1.9329, -2.7588)
H (0.4381, -2.8615, -3.2241)
H (1.1224, -3.1136, -1.6672)
H (-0.1623, -0.3402, -3.5980)
H (1.2248, 0.1386, -2.7666)
H (-1.6565, 0.4555, -1.6349)
H (-0.8895, 1.6305, -2.6939)
H (0.6200, 0.8884, -0.3411)
H (-1.5952, 2.7257, -0.3348)
H (-0.1368, 3.0576, 0.5814)
H (-1.7180, 0.4872, 0.9047)
H (-1.7760, 1.8646, 1.9874)
H (-1.0639, -0.7735, 2.4847)
H (-0.9146, 0.5505, 3.7076)
H (0.5104, -0.4291, 3.3265)
C (1.0434, -0.5530, 6.1782)
O (1.1303, -1.7985, 5.4601)
C (2.3979, -2.3169, 5.4090)
C (2.3100, -3.6350, 4.6236)
N (1.2729, -4.4046, 5.2852)
C (0.9496, -5.6929, 4.7731)
C (-0.0115, -5.7576, 3.5954)
O (-1.3613, -5.3758, 3.9784)
C (-2.1962, -5.2961, 2.8032)
H (1.8444, 0.0503, 5.8402)
H (1.1434, -0.6383, 7.2763)
H (0.1033, -0.1507, 5.9213)
H (2.8422, -2.5485, 6.3998)
H (3.0873, -1.5605, 4.9289)
H (3.3141, -4.0948, 4.6733)
H (2.0917, -3.3028, 3.5770)
H (0.4207, -3.8070, 5.3662)
H (0.5895, -6.3256, 5.6205)
H (1.8962, -6.1285, 4.5487)
H (0.0350, -6.7571, 3.1746)
H (0.3214, -5.0143, 2.8755)
H (-2.1143, -6.2285, 2.1958)
H (-2.0003, -4.4476, 2.1531)
H (-3.2019, -5.2323, 3.2536)
C (-1.2186, 5.4704, 2.5217)
O (-0.3334, 5.2987, 3.6124)
C (1.0087, 5.4217, 3.1435)
C (1.9040, 5.0994, 4.2947)
N (1.9820, 3.6842, 4.6773)
C (2.5111, 2.6750, 3.7617)
C (3.8967, 2.1108, 4.1546)
O (3.8726, 1.4194, 5.4193)
C (5.0715, 0.7403, 5.6811)
H (-2.2360, 5.3682, 2.9077)
H (-1.0273, 4.7303, 1.7525)
H (-1.0960, 6.4563, 2.0594)
H (1.1675, 6.4556, 2.7881)
H (1.0691, 4.7330, 2.2999)
H (1.5937, 5.6742, 5.1631)
H (2.8335, 5.5407, 4.0740)
H (0.9904, 3.5068, 4.8924)
H (2.6611, 2.9444, 2.6813)
H (1.8659, 1.8024, 3.6651)
H (4.6427, 2.9078, 4.1525)
H (4.2285, 1.4079, 3.3922)
H (5.1923, -0.0882, 4.9899)
H (5.0383, 0.3131, 6.6947)
H (5.9598, 1.3857, 5.6021)
C (-5.3279, 1.0038, 0.3496)
O (-4.2385, 1.7618, 0.8791)
C (-4.4374, 3.1761, 0.9092)
C (-5.6422, 3.6533, 1.6747)
N (-5.7707, 3.2531, 3.1212)
C (-4.7099, 3.7949, 3.9610)
C (-4.9838, 5.1612, 4.5384)
O (-5.0369, 6.1257, 3.5059)
C (-5.4242, 7.3483, 4.1681)
H (-4.9606, -0.0194, 0.2763)
H (-5.6939, 1.3037, -0.6487)
H (-6.1552, 1.0252, 1.0720)
H (-4.5798, 3.5616, -0.0905)
H (-3.4610, 3.5421, 1.2909)
H (-6.5653, 3.3907, 1.1681)
H (-5.6156, 4.7495, 1.6762)
H (-5.6408, 2.2484, 3.2101)
H (-3.7017, 3.8690, 3.5250)
H (-4.8020, 3.1100, 4.8161)
H (-4.1241, 5.2892, 5.1873)
H (-5.8847, 5.1392, 5.1745)
H (-6.4952, 7.4134, 4.4640)
H (-5.2693, 8.1330, 3.4668)
H (-4.7106, 7.4765, 4.9865)
C (2.5637, -2.3088, -8.1070)
O (2.8170, -1.7326, -6.8653)
C (1.7379, -0.8964, -6.4277)
C (0.3898, -1.5569, -6.1636)
N (-0.3170, -1.6531, -7.4567)
C (-1.5774, -2.3278, -7.3522)
C (-2.2850, -2.4502, -8.7011)
O (-2.5795, -1.1212, -9.0953)
C (-3.2839, -1.1246, -10.3634)
H (1.9078, -3.2115, -8.0740)
H (3.5582, -2.6426, -8.4512)
H (2.1485, -1.6474, -8.8563)
H (1.5847, -0.0767, -7.1383)
H (2.1528, -0.3454, -5.5583)
H (-0.1635, -1.0319, -5.3923)
H (0.6268, -2.5490, -5.7207)
H (-0.4966, -0.6811, -7.7020)
H (-2.1454, -1.8827, -6.5018)
H (-1.2670, -3.3368, -6.9706)
H (-3.1926, -3.0388, -8.6387)
H (-1.5870, -2.9629, -9.3804)
H (-3.4023, -0.0542, -10.6237)
H (-4.2889, -1.4533, -10.1198)
H (-2.8259, -1.6603, -11.2235)
C (-6.5231, 1.0001, 9.4092)
O (-5.5602, 0.7314, 8.3583)
C (-6.2310, 0.7883, 7.1585)
C (-5.2268, 0.3347, 6.1405)
N (-5.6407, 0.4312, 4.7516)
C (-4.6617, -0.0531, 3.7271)
C (-3.9654, -1.4134, 3.9009)
O (-2.9144, -1.2844, 4.8301)
C (-2.2720, -2.5756, 4.9421)
H (-6.7636, 2.0580, 9.5089)
H (-6.1141, 0.6555, 10.3366)
H (-7.3892, 0.3736, 9.1682)
H (-6.6309, 1.8096, 6.9495)
H (-7.0223, 0.0182, 7.1317)
H (-4.8160, -0.6408, 6.4152)
H (-4.4129, 1.0859, 6.2159)
H (-6.5737, 0.0979, 4.5429)
H (-3.8271, 0.6740, 3.6565)
H (-5.1373, -0.0288, 2.7518)
H (-3.5592, -1.6155, 2.8863)
H (-4.6889, -2.2063, 4.1583)
H (-1.8092, -2.7994, 3.9693)
H (-2.9600, -3.3874, 5.1478)
H (-1.5740, -2.5403, 5.8015)
C (2.5630, -10.4411, -0.9811)
O (3.3872, -9.3393, -1.2645)
C (4.7242, -9.7266, -1.3469)
C (5.4967, -8.4427, -1.3418)
N (5.2228, -7.5933, -2.4830)
C (5.6914, -6.1914, -2.3925)
C (5.0036, -5.3104, -3.4378)
O (3.5965, -5.2834, -3.0538)
C (2.7908, -4.7769, -4.1697)
H (1.5766, -9.9991, -0.7148)
H (2.9638, -11.0033, -0.1067)
H (2.4466, -11.1758, -1.7637)
H (4.8231, -10.3140, -2.2783)
H (4.9612, -10.2714, -0.3869)
H (6.5991, -8.6152, -1.2418)
H (5.2405, -7.9334, -0.4080)
H (4.2202, -7.5764, -2.5538)
H (6.7663, -6.1687, -2.5406)
H (5.4419, -5.7958, -1.3671)
H (5.1288, -5.6879, -4.4481)
H (5.4388, -4.3350, -3.4744)
H (3.0067, -3.7253, -4.4398)
H (1.7380, -4.9351, -3.9519)
H (3.1294, -5.4077, -4.9868)

Mulliken atomic charge list, values in e, 2 entries:
1. C -1.4205
2. C 0.3431